{"formula": "C21H36BN3O9Si2", "method": "wB97M-V/def2-TZVPD", "elements": ["C", "O", "C", "C", "C", "C", "Si", "C", "B", "O", "O", "C", "C", "O", "C", "N", "O", "Si", "H", "H", "H", "H", "H", "H", "H", "H", "H", "H", "H", "H", "H", "H", "H", "H", "H", "H", "H", "H", "H", "H", "H", "H", "H", "H", "C", "C", "C", "C", "C", "C", "N", "O", "O", "H", "H", "H", "H", "H", "C", "C", "C", "C", "C", "C", "N", "O", "O", "H", "H", "H", "H", "H"], "xyz": [[4.7324, -2.6265, -1.4251], [5.0547, -1.4604, -2.1369], [3.9925, -0.9702, -2.9305], [2.9639, -0.1687, -2.1530], [1.5391, -0.4249, -2.6517], [1.0517, -1.8555, -2.3392], [-0.3715, -1.8520, -1.0914], [0.0324, -0.5797, 0.2335], [-0.2198, -1.0956, 1.7090], [-1.2118, -0.4972, 2.4745], [0.4885, -2.0935, 2.2517], [-1.9242, -1.4237, -2.0652], [-3.2689, -1.5909, -1.3397], [-3.1905, -2.4902, -0.2338], [-4.3399, -2.1597, -2.2737], [-5.6629, -1.5381, -2.1766], [-0.4148, -3.3415, -0.3148], [-0.5743, -4.7353, -1.2136], [5.5778, -2.9138, -0.8250], [4.4396, -3.4328, -2.0955], [3.9033, -2.4482, -0.7386], [3.5205, -1.7743, -3.4906], [4.4597, -0.3302, -3.6668], [3.0244, -0.4226, -1.1004], [3.1664, 0.8914, -2.2417], [1.5084, -0.2377, -3.7168], [0.8646, 0.3001, -2.2134], [0.6355, -2.2700, -3.2518], [1.8489, -2.5222, -2.0442], [1.0926, -0.3622, 0.1484], [-0.4952, 0.3430, 0.0241], [-0.7927, 0.2076, 2.9983], [1.1155, -2.4574, 1.6068], [-1.8331, -0.3814, -2.3545], [-1.8830, -1.9843, -2.9899], [-3.6192, -0.6362, -0.9661], [-2.9343, -2.0222, 0.5745], [-4.4128, -3.2204, -2.0849], [-4.0228, -2.0579, -3.3025], [-5.5444, -0.5408, -2.0691], [-6.1938, -1.9127, -1.4033], [-0.0362, -5.8463, -0.4026], [0.1963, -4.6795, -2.4681], [-1.9945, -5.0268, -1.4902], [-5.9788, 2.5036, 2.8201], [-5.0763, 1.4551, 2.7031], [-3.7625, 1.7046, 2.3414], [-3.3768, 3.0119, 2.1062], [-4.2614, 4.0697, 2.2123], [-5.5722, 3.8081, 2.5717], [-1.9811, 3.2845, 1.7382], [-1.2275, 2.3287, 1.6328], [-1.6532, 4.4399, 1.5566], [-7.0026, 2.3042, 3.1071], [-5.3948, 0.4403, 2.8968], [-3.0544, 0.8923, 2.2488], [-3.9385, 5.0817, 2.0200], [-6.2769, 4.6228, 2.6610], [2.2847, 2.5831, 1.5038], [2.9627, 1.4150, 1.8353], [4.3364, 1.4401, 2.0162], [5.0094, 2.6376, 1.8688], [4.3527, 3.8078, 1.5385], [2.9807, 3.7750, 1.3545], [6.4657, 2.6691, 2.0798], [7.0188, 1.6200, 2.3513], [7.0273, 3.7433, 1.9713], [1.2117, 2.5649, 1.3629], [2.4180, 0.4875, 1.9508], [4.8712, 0.5377, 2.2719], [4.8986, 4.7321, 1.4252], [2.4512, 4.6809, 1.0946]], "forces_ev_per_a": [[-0.485, 0.339, 0.002], [0.259, -0.004, -0.053], [0.331, 0.177, 0.004], [-0.658, -0.019, -0.118], [0.354, -0.357, 0.290], [-0.904, 0.410, -0.192], [0.777, 0.218, 0.244], [-0.286, -0.585, 0.252], [-0.575, 0.834, -0.940], [0.253, 0.247, 0.605], [0.888, -0.650, 0.116], [0.083, -0.011, 0.845], [0.095, -0.539, -0.253], [-0.037, 0.001, 0.533], [-0.389, 0.561, -0.128], [0.245, -0.432, -0.055], [0.077, 0.028, -1.103], [-0.116, -0.324, 0.862], [0.446, -0.115, 0.052], [0.051, -0.236, -0.151], [-0.247, -0.010, 0.162], [-0.141, -0.398, 0.006], [0.165, 0.177, -0.228], [0.077, -0.053, 0.312], [0.230, 0.268, 0.114], [-0.008, 0.013, -0.398], [-0.136, 0.358, 0.161], [-0.011, -0.339, -0.242], [0.359, -0.148, 0.187], [0.357, 0.004, -0.187], [-0.168, 0.244, 0.092], [-0.549, -0.212, -0.096], [-0.286, -0.108, 0.337], [0.184, 0.304, -0.194], [-0.113, -0.346, -0.290], [0.005, 0.435, 0.013], [-0.035, -0.087, -0.278], [-0.088, -0.352, 0.117], [0.201, 0.132, -0.325], [-0.283, 0.069, 0.101], [0.034, 0.190, 0.142], [0.030, 0.027, -0.007], [-0.006, 0.144, -0.128], [0.003, 0.106, -0.132], [0.005, -0.007, -0.002], [-0.073, 0.097, 0.000], [0.064, -0.233, -0.011], [-0.167, -0.047, 0.048], [-0.037, 0.225, -0.008], [-0.027, -0.106, 0.019], [0.167, 0.070, -0.079], [-0.093, 0.247, 0.024], [-0.019, -0.192, 0.017], [-0.009, -0.001, -0.004], [0.018, -0.021, -0.002], [0.093, 0.058, -0.014], [0.112, -0.029, -0.016], [0.004, 0.022, -0.004], [-0.052, -0.099, -0.007], [-0.014, 0.250, -0.086], [-0.055, -0.312, 0.070], [-0.136, 0.004, -0.009], [-0.018, 0.224, -0.052], [-0.034, -0.097, 0.003], [0.195, -0.002, 0.002], [-0.071, 0.187, -0.037], [-0.074, -0.192, 0.020], [-0.022, 0.003, 0.000], [0.040, -0.035, 0.034], [0.113, 0.057, 0.007], [0.110, -0.048, 0.033], [-0.004, 0.017, 0.004]], "mulliken_charge": [-0.468, -0.432, -0.780, -0.037, -1.144, -0.331, -0.719, 0.481, 0.960, -0.610, -0.664, -0.785, 0.389, -0.647, -0.952, -0.679, -0.201, 0.423, 0.281, 0.302, 0.056, 0.411, 0.370, -0.151, 0.475, 0.446, 0.441, 0.479, 0.504, -0.572, 0.210, 0.232, 0.288, 0.544, 0.580, 0.191, 0.274, 0.413, 0.358, 0.264, 0.269, -0.195, -0.151, -0.162, -0.455, -0.679, -0.081, 0.040, -0.484, -0.434, 0.981, -0.535, -0.621, 0.392, 0.437, 0.570, 0.482, 0.382, -0.333, -0.194, -0.560, -0.121, -0.364, -0.626, 1.027, -0.605, -0.611, 0.527, 0.498, 0.475, 0.480, 0.454], "gap_ha": 0.3072, "e_homo_ev": -9.32, "fmax_ev_per_a": 1.38}



{"formula": "C21H36BeP2", "method": "wB97M-V/def2-TZVPD", "elements": ["P", "P", "C", "C", "H", "H", "H", "H", "C", "H", "H", "H", "C", "H", "H", "H", "C", "H", "H", "H", "C", "H", "H", "H", "Be", "C", "C", "C", "C", "C", "C", "C", "C", "C", "H", "H", "H", "H", "H", "H", "H", "H", "H", "H", "H", "H", "H", "H", "H", "C", "C", "C", "C", "C", "C", "H", "H", "H", "H", "H"], "xyz": [[0.4187, -1.5619, -4.4847], [-0.1537, 1.8108, -5.8812], [-0.2806, -0.9398, -6.0764], [0.2963, 0.2979, -6.7782], [-1.3599, -0.7975, -5.9020], [-0.1820, -1.7827, -6.7744], [1.3876, 0.2588, -6.9157], [-0.1745, 0.4339, -7.7646], [-1.7107, 2.4428, -6.5834], [-2.0089, 3.3306, -6.0045], [-2.5005, 1.6770, -6.5203], [-1.5298, 2.7195, -7.6337], [1.1155, 3.0112, -6.3824], [0.7047, 3.5858, -7.2230], [2.0303, 2.4874, -6.6968], [1.3409, 3.6827, -5.5426], [-0.7261, -2.9077, -4.1279], [-0.5354, -3.3318, -3.1457], [-0.6150, -3.6942, -4.8869], [-1.7648, -2.5519, -4.1510], [2.0434, -2.2175, -4.8736], [2.7654, -1.4079, -5.0421], [1.9784, -2.8223, -5.7868], [2.3980, -2.8579, -4.0550], [-0.3037, -1.3668, -1.0742], [0.5202, 3.3006, -2.7008], [-0.7678, 3.3023, -3.0676], [-1.5639, 2.0518, -3.2583], [-1.4928, 1.0187, -2.1179], [-0.8688, -0.2712, -2.5343], [0.5232, -0.3396, -3.1327], [1.3415, 0.9446, -3.3693], [1.2868, 2.0642, -2.3006], [-0.1992, -3.0254, -0.7369], [1.0675, 4.2411, -2.6457], [-1.2948, 4.2286, -3.3164], [-1.1487, 1.5121, -4.1559], [-2.6247, 2.2621, -3.4699], [-1.0292, 1.4448, -1.2273], [-2.5299, 0.7757, -1.8268], [-1.6043, -0.9347, -2.9925], [1.1630, -0.9138, -2.4031], [1.0826, 1.3956, -4.3566], [2.3976, 0.6316, -3.4722], [0.9761, 1.6731, -1.3222], [2.3289, 2.3780, -2.1460], [0.6477, -3.1723, -0.0477], [-0.0705, -3.7202, -1.5679], [-1.1144, -3.3077, -0.1967], [0.1442, 1.8436, 2.0938], [-1.0748, 1.1887, 1.8895], [-1.1418, 0.0950, 1.0021], [-0.0082, -0.2914, 0.3047], [1.2306, 0.2563, 0.5988], [1.3020, 1.3611, 1.4782], [0.1947, 2.7267, 2.7354], [-1.9793, 1.5272, 2.4041], [-2.0946, -0.4271, 0.8506], [2.1433, -0.1308, 0.1300], [2.2693, 1.8391, 1.6646]], "forces_ev_per_a": [[-0.422, 1.243, -0.620], [0.213, 0.361, 0.321], [-0.014, -0.038, -0.308], [-0.237, 0.220, -0.741], [0.321, -0.063, 0.040], [-0.129, -0.128, 0.261], [-0.343, -0.086, 0.059], [0.336, -0.660, -0.061], [0.229, -0.036, -0.856], [0.063, -0.347, -0.185], [0.246, 0.328, 0.022], [-0.447, 0.056, 0.165], [-0.028, 0.325, -0.672], [0.480, 0.123, 0.049], [-0.228, 0.278, 0.083], [-0.077, -0.195, -0.302], [-0.062, -0.364, -0.159], [0.010, 0.092, -0.053], [0.101, 0.240, 0.074], [0.430, 0.007, -0.039], [0.287, -0.424, -0.142], [-0.252, -0.136, 0.122], [0.051, 0.081, 0.195], [-0.062, 0.220, -0.156], [-0.737, 1.579, 0.545], [-0.657, 0.076, 0.056], [-0.002, -0.014, -0.311], [-0.559, -0.516, 0.214], [-0.565, 0.410, -0.093], [-0.357, -1.966, 1.418], [0.154, -0.525, 0.743], [0.910, -0.110, -0.910], [0.675, -0.103, -0.016], [0.398, -0.561, -0.333], [-0.180, -0.077, 0.089], [0.458, -0.014, 0.107], [-0.773, 0.713, 1.137], [0.332, 0.236, -0.022], [-0.087, 0.030, -0.064], [0.395, 0.068, 0.097], [0.044, 0.392, -0.477], [0.288, 0.061, -0.396], [0.277, -0.418, 1.202], [-0.291, 0.036, 0.149], [-0.070, 0.136, -0.341], [-0.206, -0.073, 0.016], [-0.258, -0.092, -0.125], [0.019, -0.491, 0.257], [0.112, -0.026, -0.055], [0.064, -0.045, -0.095], [-0.194, -0.516, -0.202], [0.056, 1.284, 1.030], [0.189, -1.581, -1.353], [-0.121, 1.304, 1.000], [0.260, -0.437, -0.212], [-0.014, -0.304, -0.143], [0.317, -0.038, -0.096], [0.232, 0.319, -0.044], [-0.247, 0.237, 0.098], [-0.329, -0.071, 0.032]], "mulliken_charge": [1.297, 1.503, -1.119, -1.210, 0.405, 0.657, 0.421, 0.439, -1.437, 0.360, 0.311, 0.494, -1.426, 0.438, 0.385, 0.309, -1.116, -0.039, 0.458, 0.482, -1.484, 0.399, 0.428, 0.413, -0.043, -0.582, -0.506, 0.403, -1.546, -0.009, 0.053, 0.037, -0.369, -1.426, 0.474, 0.348, -1.116, 0.435, 0.051, 0.687, 0.685, 0.366, -1.343, 0.840, -0.373, 0.509, 0.265, 0.362, 0.274, -0.586, -0.536, -0.403, 0.267, -0.017, -0.300, 0.368, 0.342, 0.346, 0.321, 0.354], "gap_ha": 0.2517, "e_homo_ev": -6.76, "fmax_ev_per_a": 2.45}



{"formula": "C21H36Br2N2O7S", "method": "wB97M-V/def2-TZVPD", "elements": ["C", "C", "C", "O", "C", "C", "C", "C", "C", "C", "C", "O", "C", "C", "C", "O", "O", "C", "O", "C", "N", "S", "C", "O", "O", "C", "C", "C", "N", "H", "H", "H", "H", "H", "H", "H", "H", "H", "H", "H", "H", "H", "H", "H", "H", "H", "H", "H", "H", "H", "H", "H", "H", "H", "H", "H", "H", "H", "H", "H", "H", "Br", "C", "C", "Br", "H", "H", "H", "H"], "xyz": [[2.7895, -2.5049, 3.2862], [1.3142, -3.1582, 3.5589], [0.7831, -3.9913, 2.2923], [0.7495, -3.2489, 1.0472], [0.1590, -1.9379, 1.2112], [-0.1383, -1.3052, -0.2673], [-0.7087, -2.3331, -1.3612], [-1.8543, -1.7484, -2.3193], [-3.2987, -1.5563, -1.6373], [-3.7428, -2.7154, -0.6178], [-4.8315, -2.0291, 0.3962], [-5.7749, -1.1712, -0.2882], [-5.7906, 0.1772, 0.2432], [-7.1848, 0.4542, 1.0259], [-0.9581, 0.0215, 0.1096], [-1.8943, 0.1439, 0.9429], [-0.3996, 1.1233, -0.6712], [1.0495, 0.9752, -0.4563], [1.1216, 1.2999, 0.9835], [2.4827, 1.6092, 1.3384], [3.5624, 1.4702, 1.8833], [1.7935, 2.2440, -1.6224], [1.4035, 3.9259, -0.8989], [1.1029, 2.2056, -2.9761], [3.2847, 2.0219, -1.7905], [1.2151, -0.6005, -0.8567], [2.6390, -1.2020, -0.4296], [3.0095, -2.6063, -1.0955], [2.9051, -2.9018, -2.3791], [3.4686, -2.7885, 4.1806], [3.2823, -2.9179, 2.3399], [2.7663, -1.3632, 3.2201], [1.4658, -3.9036, 4.4292], [0.5670, -2.3578, 3.9382], [1.5450, -4.8523, 2.1311], [-0.2203, -4.5270, 2.5323], [0.8685, -1.1728, 1.7214], [-0.8069, -2.0283, 1.8423], [-0.9846, -3.3356, -0.8500], [0.1869, -2.5998, -2.0510], [-1.9730, -2.3884, -3.2804], [-1.5082, -0.7062, -2.6973], [-4.0619, -1.4653, -2.5060], [-3.3409, -0.5423, -1.0924], [-4.3185, -3.5340, -1.1851], [-2.9138, -3.1143, 0.0597], [-5.4295, -2.9270, 0.8290], [-4.2961, -1.5512, 1.2867], [-4.8610, 0.4745, 0.8393], [-5.8133, 0.8849, -0.6795], [-7.0578, 0.2549, 2.1478], [-7.9698, -0.2783, 0.6053], [-7.5096, 1.5308, 0.8114], [0.7139, 3.8413, 0.0216], [2.4068, 4.4331, -0.6706], [0.8274, 4.5814, -1.6595], [1.1032, -0.6124, -2.0125], [3.4341, -0.4173, -0.7497], [2.7726, -1.3058, 0.7133], [3.4200, -3.4291, -0.3857], [3.2313, -3.8932, -2.4537], [4.4516, 9.3772, -0.1732], [4.8660, 7.5136, -0.5674], [4.4491, 7.1448, -1.9701], [2.5206, 6.8844, -2.0895], [4.3818, 6.9106, 0.2004], [5.9494, 7.4345, -0.4560], [4.8838, 6.1859, -2.2596], [4.7151, 7.8980, -2.7118]], "forces_ev_per_a": [[-0.097, -0.279, 0.650], [0.615, -0.069, 0.144], [0.721, -0.941, 0.998], [-0.359, 0.857, 1.271], [-0.409, 0.321, -0.567], [1.132, 0.903, 1.285], [0.273, -0.494, -0.600], [-0.117, 0.453, -0.141], [0.249, 0.110, -0.333], [-1.566, 1.582, 0.096], [0.062, -2.305, 0.208], [1.634, 0.494, 1.585], [-1.319, 1.433, -0.981], [0.688, -0.481, -0.259], [-2.838, -0.390, 1.402], [4.258, -0.113, -4.045], [0.662, -0.981, 2.069], [-3.401, -1.771, -0.532], [4.927, 1.297, -0.753], [1.835, -2.822, 2.654], [-5.604, 1.350, -3.081], [2.027, 1.061, -5.364], [-0.400, 0.654, 0.649], [0.967, -0.400, 4.229], [-3.783, 0.416, 1.824], [0.585, 0.233, -0.235], [0.628, 0.093, -0.243], [-0.032, -0.742, -1.262], [0.316, 0.211, 3.530], [-1.039, 0.597, -1.546], [-0.812, 0.515, 1.275], [-0.021, -1.589, 0.042], [-0.517, 1.058, -1.458], [1.216, -1.341, -0.790], [-1.226, 1.485, 0.075], [1.344, 1.217, -0.496], [-1.091, -1.450, -0.541], [1.366, 0.305, -1.179], [0.250, 1.852, -0.795], [-1.399, 0.463, 1.279], [0.393, 0.818, 1.789], [-0.490, -1.660, 0.557], [1.161, -0.228, 1.612], [0.136, -1.608, -0.766], [1.261, 0.995, 0.903], [-1.066, 0.401, -1.210], [0.831, 1.493, -0.515], [-0.734, -0.208, -1.423], [-1.266, -0.757, -0.662], [0.156, -1.207, 1.412], [-0.345, 0.421, -1.595], [1.235, 1.241, 0.636], [0.386, -1.546, 0.574], [1.312, -0.103, -1.303], [-1.578, -0.998, -0.185], [1.112, -1.647, 0.920], [0.413, 0.141, 1.889], [-1.227, -1.371, 0.338], [-0.494, 0.126, -1.878], [-0.709, 1.635, -0.844], [-0.320, 1.013, -0.216], [-0.045, -0.125, 0.039], [0.221, 0.253, 0.018], [-0.020, -0.291, -0.024], [0.149, 0.354, -0.138], [0.022, 0.053, -0.181], [-0.144, -0.036, -0.081], [-0.030, 0.107, 0.075], [-0.043, -0.061, 0.197]], "mulliken_charge": [-0.624, -0.406, -0.499, -0.261, -1.176, 2.070, -0.896, -0.880, -0.385, -0.299, -0.595, -0.366, -0.043, -1.004, -0.395, -0.580, -0.512, -0.030, -0.228, 0.503, -0.530, 1.480, -0.901, -0.695, -0.660, -0.575, -0.039, -0.372, -0.554, 0.359, 0.111, 0.125, 0.410, 0.218, 0.318, 0.258, 0.142, 0.630, 0.388, 0.443, 0.485, 0.240, 0.460, 0.045, 0.391, 0.081, 0.318, 0.287, 0.185, 0.239, 0.254, 0.242, 0.324, 0.337, 0.245, 0.370, 0.625, 0.565, -0.221, 0.241, 0.281, -0.127, -0.556, -0.610, -0.090, 0.336, 0.356, 0.343, 0.404], "gap_ha": 0.3288, "e_homo_ev": -9.33, "fmax_ev_per_a": 6.54}



no.,E (a.u.)
1,-2267.049723
2,-1519.068687
3,-7003.857677